[1]
Below is a structure of composition H6O5Si2 at a distorted geometry, with properties calculated with ωB97M-V/def2-TZVPD.

Properties
Kohn-Sham gap, eV: 8.91
DFT total energy, Ha: -958.96707
Lowest unoccupied orbital energy, eV: 0.34
HOMO energy, Eh: -0.31518

CARTESIAN COORDINATES (ANGSTROEM)
1 H -2.05578 -1.99500 0.05396
2 H -1.77201 1.25536 -1.96928
3 Si -1.20618 0.11200 0.01005
4 Si 1.60716 0.18995 -0.49159
5 H 1.69874 -2.05965 0.19009
6 H -1.94643 1.07562 1.89120
7 H 2.31773 0.05508 -1.87102
8 O -1.48800 -1.44771 -0.40862
9 H 2.43989 1.15935 1.30223
10 O -1.95459 1.20079 -0.97105
11 O 2.23945 1.36772 0.45543
12 O -1.93587 0.28957 1.47569
13 O 2.05589 -1.20308 0.33290



[2]
Below is a cluster of 3 separate species, C23H45F2I2N3O4P in total at a distorted geometry, with properties calculated with ωB97M-V/def2-TZVPD.

Properties
Kohn-Sham gap (spin up / spin down), eV: 7.15 / 6.56
DFT total energy, Ha: -2504.88793
Lowest unoccupied orbital energy (spin up / spin down), eV: 2.44 / 1.85
Charge: -1
HOMO energy (spin up / spin down), Eh: -0.17309 / -0.17309
2S+1: 3

CARTESIAN COORDINATES (ANGSTROEM)
1 O 3.04689 1.78751 1.77418
2 H -5.24978 -2.36859 -3.22507
3 H 2.06062 4.07637 4.92443
4 C 3.19173 -3.21384 1.34294
5 H -3.33462 -3.87060 -3.22492
6 H 0.22117 4.64215 3.38927
7 H -5.13141 -0.32267 -6.32264
8 F -2.12766 -0.94765 2.27656
9 H 1.66504 2.20943 -0.78298
10 H 3.53640 5.78165 3.58088
11 H 4.94786 -0.83052 3.51300
12 C -4.07462 -1.73624 -5.01131
13 H -4.12253 -0.48046 -1.79792
14 H -3.90485 -2.24303 -1.83160
15 C -1.71325 -2.43315 -3.36034
16 H -2.79620 -1.25594 -0.94287
17 H 5.12029 3.62051 2.75431
18 H -3.92094 -3.82507 -5.60947
19 H 1.50668 -1.49587 1.81472
20 C 4.06514 -1.09467 2.81568
21 O -0.50175 -1.82584 4.43802
22 H -0.19732 4.44696 0.24562
23 C 2.99628 5.30031 2.75960
24 H -0.04735 2.18297 -0.36208
25 H -0.80245 2.91092 1.98151
26 H -1.97102 -4.40228 -4.18560
27 C 1.90000 3.43486 4.05051
28 H 3.06728 -1.00297 3.36874
29 C -5.38602 -2.04400 -4.25202
30 C -1.00836 -1.56430 1.59953
31 C -4.58382 -1.26650 -6.40116
32 H 1.64010 -3.06133 3.22538
33 F -0.80307 -4.08014 4.22322
34 C -3.38476 -1.28550 -1.86471
35 H 4.43234 2.37087 3.80907
36 I 3.59937 -2.18944 -0.56944
37 H 2.04302 2.40505 4.39990
38 H 4.12290 -0.36149 1.94696
39 N -3.29757 -0.68157 -4.29073
40 H 0.99822 5.29569 1.17442
41 C 1.21882 3.07578 1.18794
42 C -3.26903 -3.03579 -5.22045
43 C -2.47970 -1.11680 -3.11008
44 H -2.49971 -2.87672 -5.98670
45 C 0.45769 3.59021 3.57777
46 C -0.57331 -2.77833 3.65051
47 H -0.96072 -0.33276 -1.73555
48 H 0.29702 1.69706 2.59560
49 H -0.87419 -2.25148 -4.04320
50 C 0.96223 2.06231 0.04274
51 C 2.93608 3.76468 2.95444
52 C 0.85868 4.43000 0.53334
53 H -5.26597 -2.00634 -6.83165
54 H -0.21913 3.25842 4.36793
55 H -6.04470 -1.17004 -4.23546
56 C 4.25756 -2.64252 2.41319
57 H 3.52040 5.56318 1.83622
58 H 1.03979 1.02502 0.37742
59 H 1.44666 4.59592 -0.37480
60 H 5.29041 -2.71410 1.89935
61 C -1.45663 -0.03898 -2.66548
62 I 4.45147 -3.92564 4.20272
63 H -3.77469 -1.13347 -7.12353
64 H 3.44791 -4.32418 1.18764
65 P 1.35537 -2.93479 1.80598
66 H 2.01612 5.77651 2.75543
67 O -2.44405 -0.12421 -5.19187
68 C 0.22536 2.75813 2.32552
69 H -5.93250 -2.85490 -4.74471
70 H -0.65921 0.11390 -3.39717
71 O -0.68640 -1.03945 0.51795
72 H 4.57876 4.01316 4.38790
73 N -0.40986 -2.74089 2.19671
74 H 1.03091 -2.97105 0.38809
75 C -2.58998 -3.53337 -3.95210
76 N 2.64464 3.08758 1.64927
77 H 1.17424 -4.39298 1.79586
78 C 4.34661 3.41588 3.50100
79 H -1.94874 0.92228 -2.48592
80 H -1.27022 -2.79278 -2.42544



[3]
Below is a structure of composition C7H8Cl2MnN3S2, with properties calculated with ωB97M-V/def2-TZVPD.

Properties
Kohn-Sham gap (spin up / spin down), eV: 7.55 / 8.05
DFT total energy, Ha: -3303.32196
Lowest unoccupied orbital energy (spin up / spin down), eV: -3.59 / -3.30
Charge: +1
HOMO energy (spin up / spin down), Eh: -0.40928 / -0.41724
2S+1: 2

CARTESIAN COORDINATES (ANGSTROEM)
1 N 0.94445 -0.36630 -2.16793
2 S -0.30600 2.27002 -2.62165
3 H 1.33960 -0.53084 -4.20360
4 H 0.87477 1.10956 -5.80541
5 C -0.14957 -0.67559 4.54072
6 H 1.46906 0.62710 3.95633
7 C 0.58677 0.08504 3.64661
8 H -1.85914 -1.94815 4.80513
9 C 0.42509 1.27807 -3.80307
10 Cl -3.09176 -2.14180 2.29322
11 Mn -0.01503 0.88727 -0.81856
12 H 0.40316 -1.22957 -2.10503
13 H 0.15673 -0.73665 5.57541
14 C -0.96649 -0.53045 1.85229
15 S -1.45649 -0.41485 0.17073
16 N 0.97728 0.09258 -3.49697
17 C 0.15110 0.12726 2.33913
18 N 0.45815 1.65976 -5.07141
19 Cl 1.07659 1.09798 1.19084
20 C -1.27838 -1.35496 4.11294
21 C -1.68166 -1.28463 2.78889
22 H 1.89393 -0.56630 -1.85860
23 H 0.04784 2.54543 -5.31997



[4]
Below is a structure of composition C8H21CoFIOP2 at a distorted geometry, with properties calculated with ωB97M-V/def2-TZVPD.

Properties
Kohn-Sham gap (spin up / spin down), eV: 6.07 / 4.86
DFT total energy, Ha: -2854.71045
Lowest unoccupied orbital energy (spin up / spin down), eV: -9.42 / -10.62
Charge: +2
HOMO energy (spin up / spin down), Eh: -0.56890 / -0.56909
2S+1: 5

CARTESIAN COORDINATES (ANGSTROEM)
1 C -1.30272 -1.03689 -2.28315
2 P 0.96783 -1.86849 0.12344
3 O 3.95350 1.52976 0.68694
4 Co 1.15719 1.16728 1.47562
5 C 0.12453 -3.22465 1.07097
6 H -1.78798 2.25450 2.37455
7 H -1.65902 -0.02958 -2.71602
8 C 2.77965 1.38649 0.87382
9 H -2.65588 0.96342 1.48260
10 C -1.91842 2.25150 -1.32283
11 C 1.25266 -2.90875 -1.40707
12 H 0.94580 3.39988 -0.12994
13 H -0.20044 -0.79586 -2.55525
14 C 2.66349 -2.14737 0.84710
15 H 0.48522 -4.24036 0.84461
16 H -2.57076 1.40782 -1.59107
17 I -3.17616 -1.17772 -1.34542
18 H 2.16232 -2.60356 -1.93187
19 H 2.96182 -3.19225 0.69566
20 H -0.94433 -3.18484 0.83601
21 P -0.89418 1.91592 0.17762
22 H 0.22757 3.69509 1.72824
23 F 0.37127 3.67485 2.90797
24 H 3.35647 -1.44770 0.37095
25 H -0.64245 4.28802 0.18650
26 H 0.23251 -3.02502 2.14525
27 C 0.01476 3.45662 0.45877
28 H 0.43173 -2.79044 -2.10225
29 H -3.05811 2.67100 1.13390
30 C -2.25613 1.98353 1.41890
31 H -2.52907 3.14082 -1.09688
32 H -1.27389 2.49299 -2.16787
33 H -1.14882 -2.12848 -1.99796
34 H 2.58886 -1.92075 1.91642
35 H 1.34119 -3.95679 -1.10824



Which formula does entry 3 have? C7H8Cl2MnN3S2